No. 1
ORCA calculation (ωB97M-V/def2-TZVPD) on a cluster of 2 separate species, C2H6NO2 in total in a non-equilibrium geometry.

Calculated values
Energy relative to the best compared isomer or geometry (same formula, charge and spin) ... 116.9 kJ/mol
LUMO ... -5.699 eV
Largest force on an atom ... 2.44 eV/A
Kohn-Sham gap ... 8.93 eV

The geometry in ORCA input format:
```
! RIJCOSX wB97M-V def2-TZVPD def2/J DEFGRID3
* xyz 1 1
C -0.7851 0.3204 2.9863
N -1.0413 -0.3544 1.9373
H -1.5057 0.4280 3.7891
H 0.0423 1.0202 2.9097
H -0.3512 -0.4938 1.1903
H -1.6562 -1.1698 1.9471
O -0.0406 0.4789 -0.8148
C 0.2990 0.0167 -1.8659
O 1.5475 -0.3298 -2.1360
H -0.4017 -0.1099 -2.7050
H 1.7272 -0.3696 -3.0840
*
```

No. 2
ORCA calculation (ωB97M-V/def2-TZVPD) on a structure of composition C4HBaO2 in a non-equilibrium geometry.

Calculated values
LUMO ... -6.204 eV
Largest force on an atom ... 5.17 eV/A
Kohn-Sham gap ... 3.80 eV

The geometry in ORCA input format:
```
! RIJCOSX wB97M-V def2-TZVPD def2/J DEFGRID3
* xyz 1 1
O -1.9503 1.7696 0.0415
C 2.0582 0.5018 0.7713
C 0.9283 0.6389 0.1961
C -0.2682 0.8083 -0.3740
C -1.5282 0.3728 -0.1281
O -2.2108 -0.5945 -0.5366
Ba -3.4817 -2.8166 0.1142
H -2.0136 2.1826 -0.8305
*
```

No. 3
ORCA calculation (ωB97M-V/def2-TZVPD) on a cluster of 2 separate species, C4H7BrN2O4 in total in a non-equilibrium geometry.

Calculated values
Energy relative to the best compared isomer or geometry (same formula, charge and spin) ... 118.6 kJ/mol
LUMO (alpha / beta) ... -3.809 / -3.810 eV
Largest force on an atom ... 3.06 eV/A
Kohn-Sham gap (alpha / beta) ... 6.43 / 6.43 eV

The geometry in ORCA input format:
```
! RIJCOSX wB97M-V def2-TZVPD def2/J DEFGRID3
* xyz 0 1
C -1.5243 -0.3410 0.8984
C -0.8444 1.3921 -0.8253
C -0.3737 0.5365 0.3470
C 0.7613 -0.3247 -0.0345
N 0.8425 -0.8365 -1.3955
N 1.4096 -1.1385 0.9585
O 1.5824 -0.3616 -2.1992
O 1.1748 -0.8716 2.1143
O 0.0450 -1.7333 -1.5534
O 2.1327 -2.0179 0.5548
Br 3.1359 1.3472 0.2122
H -2.3696 0.3021 1.1170
H -1.8207 -1.0856 0.1637
H -1.2183 -0.8422 1.8125
H -1.3937 0.7843 -1.5406
H -1.5027 2.1795 -0.4769
H 0.0012 1.8481 -1.3347
H -0.0379 1.1631 1.1817
*
```

No. 4
ORCA calculation (ωB97M-V/def2-TZVPD) on a structure of composition C5H6O2.

Calculated values
Energy relative to the best compared isomer or geometry (same formula, charge and spin) ... 464.7 kJ/mol
LUMO ... 0.600 eV
Largest force on an atom ... 0.60 eV/A
Kohn-Sham gap ... 9.27 eV

The geometry in ORCA input format:
```
! RIJCOSX wB97M-V def2-TZVPD def2/J DEFGRID3
* xyz 0 1
O -0.1344 -0.0105 -2.5983
C -0.7740 0.7086 -1.5717
C -0.2101 0.4654 -0.2202
C -0.1412 0.6607 1.0158
C 0.4551 0.1835 2.1650
C 0.6714 -0.9413 0.6180
O 0.1161 -2.0142 0.6427
H -0.3604 -0.9438 -2.4944
H -1.8539 0.5051 -1.5402
H -0.6493 1.7687 -1.8129
H -0.1293 -0.4225 2.8510
H 1.3101 0.7165 2.5766
H 1.6999 -0.6761 0.3687
*
```

No. 5
ORCA calculation (ωB97M-V/def2-TZVPD) on a structure of composition C5H7NO2 in a non-equilibrium geometry.

Calculated values
Energy relative to the best compared isomer or geometry (same formula, charge and spin) ... 582.3 kJ/mol
LUMO ... -0.012 eV
Largest force on an atom ... 12.77 eV/A
Kohn-Sham gap ... 9.72 eV

The geometry in ORCA input format:
```
! RIJCOSX wB97M-V def2-TZVPD def2/J DEFGRID3
* xyz 0 1
C -2.2605 -0.4293 -0.4379
C -1.2729 0.4801 0.3444
C 0.1748 -0.0483 0.3221
C 1.2120 0.1999 1.3184
C 2.0986 0.2678 -0.9555
H -2.0840 -1.4484 -0.1148
H -1.8821 -0.4210 -1.3569
H -3.4408 -0.2064 -0.5746
H -0.2020 -1.3526 0.1410
H 1.7837 -0.7497 1.3878
H 0.9844 0.9720 2.1600
H 3.2327 0.2655 -0.6216
N 1.2406 0.5638 -0.0863
O -1.4498 1.5982 0.8581
O 1.8652 0.3083 -2.3840
*
```

No. 6
ORCA calculation (ωB97M-V/def2-TZVPD) on a structure of composition C41H49BF3N6OS6Ti.

Calculated values
Energy relative to the best compared isomer or geometry (same formula, charge and spin) ... 3.1 kJ/mol
LUMO (alpha / beta) ... -0.397 / -1.143 eV
Largest force on an atom ... 0.80 eV/A
Kohn-Sham gap (alpha / beta) ... 6.39 / 6.75 eV

The geometry in ORCA input format:
```
! RIJCOSX wB97M-V def2-TZVPD def2/J DEFGRID3
* xyz 0 2
Ti 0.0201 -0.8035 1.0104
C 2.3093 4.0758 -0.0998
C 2.9451 2.7601 -0.3915
C 4.1734 2.6552 -0.9552
C 4.7470 1.3769 -1.2007
N 4.0845 0.2926 -0.9521
N 2.8739 0.3931 -0.3780
B 2.3890 -1.0192 -0.0465
N 2.2220 -1.7402 -1.4088
N 3.2539 -2.4711 -1.8713
C 3.2548 -2.8408 -3.1250
C 2.1795 -2.5003 -3.9860
C 1.1346 -1.7573 -3.5270
C -0.0147 -1.3530 -4.3842
C 1.1715 -1.3524 -2.1590
S -0.0006 -0.3059 -1.5286
C 4.4835 -3.6087 -3.6168
C 4.5080 -3.7184 -5.1435
C 5.7476 -2.8861 -3.1505
C 4.4624 -5.0158 -3.0245
N 3.0429 -1.7627 1.0845
N 2.9800 -3.1231 0.9114
C 3.2775 -3.9098 1.8974
C 3.5028 -3.3972 3.2080
C 3.5881 -2.0664 3.4038
C 3.7763 -1.4707 4.7576
C 3.5346 -1.1841 2.2566
S 4.0645 0.3695 2.4521
C 3.4610 -5.3888 1.5778
C 3.4501 -6.2567 2.8384
C 2.3723 -5.8922 0.6417
C 4.8339 -5.5075 0.9028
C 2.2821 1.5396 -0.0190
S 0.8623 1.6153 0.8947
C 6.1432 1.2459 -1.7752
C 6.1334 1.7633 -3.2188
C 7.1037 2.0877 -0.9261
C 6.5979 -0.2114 -1.7536
H 2.8554 4.8773 -0.5907
H 2.2996 4.2578 0.9745
H 1.2717 4.0849 -0.4274
H 4.7179 3.5472 -1.2278
H 2.2001 -2.8044 -5.0200
H 0.1073 -1.7466 -5.3902
H -0.1021 -0.2679 -4.4294
H -0.9499 -1.7217 -3.9604
H 4.5226 -2.7399 -5.6229
H 3.6600 -4.2805 -5.5303
H 5.4106 -4.2480 -5.4469
H 5.8009 -1.8831 -3.5689
H 6.6278 -3.4384 -3.4767
H 5.7671 -2.8040 -2.0654
H 3.5681 -5.5612 -3.3241
H 4.4832 -4.9725 -1.9422
H 5.3323 -5.5745 -3.3674
H 3.5824 -4.0706 4.0460
H 4.7553 -0.9955 4.8422
H 3.6791 -2.2403 5.5194
H 3.0356 -0.6881 4.9253
H 2.5114 -6.1622 3.3861
H 4.2711 -6.0214 3.5130
H 3.5568 -7.3018 2.5495
H 1.4198 -5.9910 1.1556
H 2.6402 -6.8757 0.2574
H 2.2261 -5.2158 -0.1908
H 5.6344 -5.2698 1.6032
H 4.9120 -4.8205 0.0604
H 4.9875 -6.5236 0.5433
H 5.7851 2.7929 -3.2773
H 5.4847 1.1509 -3.8451
H 7.1406 1.7290 -3.6336
H 6.9141 3.1548 -1.0246
H 8.1277 1.9052 -1.2510
H 7.0276 1.8223 0.1282
H 5.9311 -0.8409 -2.3377
H 6.6105 -0.6023 -0.7386
H 7.6029 -0.2803 -2.1700
F -2.2299 0.9041 0.4174
C -1.8470 0.1306 1.5055
F -1.6707 1.0105 2.5482
H -2.7282 -0.4822 1.7641
O -0.6832 -2.3711 0.4905
C -1.3523 -3.5105 0.9711
C -1.0818 -3.6727 2.4391
C 0.0167 -4.2395 3.0150
C 0.0712 -4.0339 4.4140
C -0.9836 -3.3007 4.8663
S -2.0508 -2.8736 3.6093
C -0.8836 -4.6902 0.1492
C -1.0667 -6.0189 0.3867
C -0.6990 -6.8265 -0.7181
C -0.2558 -6.0859 -1.7701
S -0.2591 -4.4131 -1.4233
C -2.8266 -3.3050 0.6654
C -3.3573 -2.3623 -0.1639
C -4.7630 -2.4946 -0.3109
C -5.2620 -3.5409 0.3992
S -4.0383 -4.3689 1.2591
H 0.7629 -4.7598 2.4448
H 0.8545 -4.4068 5.0520
H -1.1962 -3.0039 5.8755
H -1.4670 -6.4046 1.3110
H -0.7644 -7.9011 -0.7266
H 0.0942 -6.4415 -2.7205
H -2.7604 -1.6105 -0.6575
H -5.3683 -1.8385 -0.9129
H -6.2842 -3.8640 0.4775
F 0.6312 -1.0084 2.6521
*
```

No. 7
ORCA calculation (ωB97M-V/def2-TZVPD) on a structure of composition C25H33N2PTi in a non-equilibrium geometry.

Calculated values
LUMO (alpha / beta) ... 0.362 / 0.238 eV
Largest force on an atom ... 3.15 eV/A
Kohn-Sham gap (alpha / beta) ... 5.73 / 7.05 eV

The geometry in ORCA input format:
```
! RIJCOSX wB97M-V def2-TZVPD def2/J DEFGRID3
* xyz 0 3
C -2.4238 0.8189 -3.8381
C -2.1336 -0.4373 -3.2813
C -1.3253 -0.5060 -2.1394
C -0.7533 0.6727 -1.6265
C -0.9925 1.9197 -2.2408
C -1.8876 2.0050 -3.3145
C -1.1553 -1.8451 -1.4556
C 0.2457 -2.4911 -1.3886
N 1.3405 -1.4803 -1.2533
Ti 0.6816 0.2961 -0.1131
C -0.4135 3.1694 -1.6275
P 1.2033 2.8677 -0.8636
H -2.6100 -1.3595 -3.6535
H -2.0827 2.9779 -3.7895
H -3.0216 0.8504 -4.7452
H -1.0685 3.6242 -0.8613
H -0.2463 3.9190 -2.4067
H -1.5697 -1.8323 -0.4292
H -1.7647 -2.5617 -2.0117
H 0.2996 -3.1998 -0.5421
C 1.7330 4.3826 -0.0798
C 2.3705 2.4169 -2.1484
H 0.4490 -3.0947 -2.3030
C 1.8138 -1.1110 -2.6250
C 2.5162 -2.1208 -0.5865
H 1.4366 1.6576 0.6519
H 2.2106 -2.0243 -3.1479
H 0.9936 -0.6775 -3.2031
H 2.6288 -0.3769 -2.5519
H 3.0702 -2.8086 -1.2876
H 3.2153 -1.3587 -0.2343
H 2.2180 -2.6943 0.3025
H 2.7065 3.3500 -2.6031
H 3.2321 1.9094 -1.6814
H 1.9051 1.7633 -2.9012
H 1.8119 5.1541 -0.8619
H 0.9918 4.6619 0.6886
H 2.7300 4.2131 0.3569
H 2.0014 0.9450 0.6986
C -3.2211 1.7766 3.5923
C -3.1446 1.8376 2.2025
C -2.2242 1.0762 1.4842
C -1.3430 0.2152 2.1610
C -1.4712 0.0885 3.5561
C -2.3699 0.8942 4.2577
N -0.3420 -0.4635 1.4634
C 0.1408 -1.6809 2.0137
C 1.3817 -1.7139 2.6689
C 1.7787 -2.8676 3.3541
C 1.0039 -4.0237 3.3153
C -0.2438 -3.9833 2.6848
C -0.7050 -2.8054 2.0861
H -3.9292 2.4065 4.1395
H -3.8014 2.5096 1.6655
H -2.1592 1.1434 0.3905
H -0.8047 -0.5862 4.1031
H -2.4137 0.8295 5.3362
H 2.0135 -0.8208 2.6236
H 2.7438 -2.8842 3.8565
H 1.3129 -4.9140 3.8756
H -0.8802 -4.8639 2.6806
H -1.6789 -2.7649 1.5867
*
```

No. 8
ORCA calculation (ωB97M-V/def2-TZVPD) on the molecule C4H7NO.

Calculated values
Energy relative to the best compared isomer or geometry (same formula, charge and spin) ... 157.6 kJ/mol
LUMO ... 1.010 eV
Largest force on an atom ... 0.35 eV/A
SMILES ... CC(=O)[C@H]1CN1
Kohn-Sham gap ... 10.92 eV

The geometry in ORCA input format:
```
! RIJCOSX wB97M-V def2-TZVPD def2/J DEFGRID3
* xyz 0 1
C 1.9081 -0.2966 0.4563
C 0.6323 0.4383 0.1183
O 0.4952 1.6251 0.3429
C -0.4817 -0.3340 -0.5182
C -1.8196 -0.1448 0.1193
N -1.5303 0.4342 -1.1740
H 2.6023 -0.1996 -0.3871
H 1.7373 -1.3623 0.6323
H 2.3743 0.1631 1.3308
H -0.2354 -1.2893 -0.9734
H -1.8523 0.5111 0.9867
H -2.5314 -0.9658 0.1213
H -1.2986 1.4206 -1.0552
*
```